Entry 1:
Formula: C23H52GaO3P4S
Source: the Open Molecules 2025 dataset
Level of theory: ωB97M-V/def2-TZVPD

Summary:
- HOMO (alpha / beta) (eV) = -15.35 / -15.34
- total charge = +3
- E (eV) = -131178.18028
- ΔE to the lowest compared entry with this formula, charge and spin (eV) = 0.000

Each line ends with the Löwdin charge.
Positions of all 84 atoms, in Å:
O 2.70371 -0.92012 0.50423  -0.3578
H -1.43152 -2.83057 1.94800  0.0388
H -3.12617 -0.71867 -1.95491  0.0481
C 2.21782 4.35856 -1.02976  -0.0692
H 0.77070 -1.97004 -4.10531  0.0806
H -2.99315 -3.31687 1.21215  0.0780
H -0.06134 -3.39678 4.07814  0.0841
H -0.73858 3.04137 3.64552  0.0839
C -1.47088 -3.22808 -1.21316  -0.2209
H 0.88028 -2.56691 -2.41945  0.0121
H -0.31953 3.44190 1.94296  0.0430
H 2.14167 -4.40759 -1.15023  0.1315
O 1.16180 -1.72746 2.43140  -0.3128
P -1.01651 1.12187 2.19400  0.8165
P 0.69835 -0.13851 -2.52622  0.8181
H -1.51299 5.10986 -1.82554  0.1310
H 2.84479 -2.80619 3.20072  0.1074
H -1.42227 -2.95610 -2.27439  0.0557
S 1.72931 2.00856 0.17802  0.8127
H -0.00816 0.09489 4.13633  0.0608
C -0.67593 0.39192 -3.60564  -0.2217
H 1.88520 -1.86266 4.38635  0.1296
C -0.13732 3.75683 -0.88714  -0.1083
H -2.84198 -1.72339 2.02587  0.0452
H 4.27843 8.52043 -2.55825  0.0605
H -3.12445 2.22180 2.68270  0.0788
C -0.24415 2.68432 2.73132  -0.2308
H 1.40646 9.37148 -1.69533  0.0584
H 4.61126 -0.56766 -0.17191  0.1340
H -1.19556 1.05273 -0.68925  0.0146
H 3.21824 -3.01158 -0.76577  0.1106
C 0.94825 -3.73152 3.80911  -0.0577
C 2.21811 9.03552 -2.35617  -0.0987
H 0.82213 2.51214 2.92490  0.0511
H 2.30256 -1.82028 -3.18718  0.0706
C 2.55344 -3.78194 -0.34625  -0.1785
O 1.33910 -3.08010 0.24361  -0.3084
H 2.65947 6.19094 -2.05757  0.1016
H 4.24935 1.22253 1.43573  0.0534
H 1.79246 1.99476 -2.93299  0.0502
P 1.28500 -1.56425 0.83799  0.6564
H -3.69133 -0.20411 -0.33629  0.0423
H 0.28024 6.69019 -2.56769  0.1252
C 0.53615 5.78270 -2.02692  0.0137
H -2.27994 -3.95375 -1.05376  0.0780
H 0.89110 -4.39389 2.93203  0.0780
C 1.21680 3.44779 -0.61706  -0.6294
H -4.11787 -1.84125 -0.95714  0.0779
H -0.28960 0.61465 -4.61091  0.0802
H 3.70514 8.95871 -0.82732  0.0600
H 3.95569 -5.21125 0.35271  0.1072
H 1.98544 8.94351 -3.42683  0.0593
C 3.18155 -4.56428 0.76983  -0.0493
H 1.37358 -4.29527 4.64754  0.1077
H -1.43771 -0.39959 -3.66546  0.0528
C 2.10391 0.94307 -2.94026  -0.2301
H 2.44112 -5.20257 1.26299  0.0943
C -3.34514 -1.05959 -0.93245  -0.2259
C 1.83440 -2.55111 3.53104  -0.1565
H 2.89029 0.82004 -2.18285  0.0413
H 2.49375 0.66760 -3.93053  0.0824
H -1.13350 1.29657 -3.18214  0.0489
C -1.01794 0.10617 3.70555  -0.2168
P -1.84586 -1.77333 -0.19674  0.7532
H 3.25178 4.12479 -0.77302  0.1211
H 3.64768 -3.89439 1.50198  0.0651
H -1.31014 -0.92732 3.48318  0.0273
H 3.84238 0.06577 2.74318  0.0838
C 1.88151 5.50164 -1.73694  -0.0145
C -2.77224 1.53871 1.89631  -0.2274
Ga -0.09529 0.12293 -0.07632  -0.0015
C -2.32179 -2.46971 1.41207  -0.2150
H -2.86766 2.03184 0.91899  0.0466
H 5.49366 0.15172 2.10433  0.1049
C 3.45554 8.81002 -1.88807  -0.0848
C 4.14763 -0.83321 0.79360  -0.1998
H 4.49895 -1.83636 1.07871  0.1164
H -0.91176 3.06591 -0.54860  0.0604
H -3.39044 0.62896 1.89211  0.0475
C 4.43394 0.21930 1.83585  -0.0612
C -0.46217 4.90016 -1.60083  -0.0272
H -1.72048 0.54002 4.43091  0.0842
H -0.51671 -3.66155 -0.89168  0.0321
C 1.20758 -1.78524 -3.11440  -0.2049

---

Entry 2:
Formula: C29H31IN2O6S
Source: the Open Molecules 2025 dataset
Level of theory: ωB97M-V/def2-TZVPD

Summary:
- HOMO (eV) = -9.51
- E (eV) = -64775.40129
- structure (SMILES) = CC[C@@H](I)[C@]1(N=C=S)OC(=O)O[C@]1(N=C=O)OC[C@H](C)O.c1ccccc1.c1ccccc1.c1ccccc1

Each line ends with the Löwdin charge.
Positions of all 70 atoms, in Å:
C -2.61750 -2.56237 -3.44825  -0.5850
H 1.89209 1.74156 7.49309  0.1011
H 1.59027 0.29970 -0.94926  0.0792
C -1.74952 2.64293 0.96242  -0.1017
C 4.61104 1.92714 -0.89644  -0.0999
O 0.21954 -2.97699 -2.02252  -0.0427
C -1.51770 -3.63263 -3.70228  -0.3789
C -0.03759 1.74363 6.55743  -0.0938
H 1.81621 0.62534 3.36343  0.0923
H -0.63457 0.94553 3.32307  0.0866
H 3.51750 3.58616 1.84395  0.0983
C 4.83215 4.30294 -1.19112  -0.0977
C 0.75386 -1.45201 -0.17660  -0.3931
H -3.88484 -1.53632 -1.25424  0.0875
O 1.66553 -1.68376 0.87859  -0.0170
C 2.00640 1.16834 5.42996  -0.0936
C 1.58029 -4.68712 -3.18246  -0.2721
H -0.05865 -0.82503 0.18034  0.1307
C 4.08340 2.13341 0.37107  -0.1010
O -1.33873 -4.71250 -1.68757  0.1414
O -2.93040 -6.29673 -2.06377  0.2056
C 1.33894 1.56752 6.57945  -0.0943
H -4.32339 3.54839 2.96392  0.1015
C -4.50011 3.00738 0.89513  -0.0928
H -1.92389 2.08229 -1.09809  0.0978
H -3.43821 -3.07532 -2.98527  0.0795
O -2.25659 -4.88296 -3.68299  0.1030
C -0.08026 1.12041 4.23684  -0.1043
C -2.18453 -1.41931 -2.50265  -0.2812
C -0.06292 -2.81734 -5.23466  -0.7961
C -3.82732 2.59161 -0.24628  -0.0959
H 5.12322 5.14871 -1.80037  0.0999
H 0.69036 -3.57662 -0.10578  0.1418
H -1.11571 -1.26870 -2.48187  0.0824
C -0.54404 -3.98444 -2.55585  -0.4370
H 4.19532 5.51575 0.45882  0.1000
C -0.74699 1.52404 5.38510  -0.0992
C 4.98171 3.01206 -1.67838  -0.0967
C 1.29617 0.94134 4.25943  -0.0941
H -1.87187 3.22929 3.01890  0.0918
H 4.73215 0.92031 -1.27512  0.0988
I -3.42135 -1.71577 -5.25734  0.9403
H -4.37506 2.40960 -1.16205  0.1007
C 3.93100 3.42475 0.85661  -0.0975
S 1.03447 -1.78418 -5.58997  0.8202
C -2.42229 3.05131 2.10383  -0.1000
C 4.30898 4.50930 0.07745  -0.0973
C 1.42197 -0.71076 -1.30012  -0.0167
N -0.96845 -3.59920 -5.04272  0.1108
C -2.45185 2.40870 -0.21036  -0.1052
H 1.14704 -1.92357 1.64368  0.0902
C -3.79804 3.23236 2.07204  -0.0894
O 2.72616 -4.45169 -3.29866  0.1896
H -2.54792 -0.84463 -0.42976  0.0704
H -2.60686 -0.50819 -2.89061  0.0559
H -2.62834 -2.59262 -0.69048  0.0649
N 0.40092 -5.00450 -3.14251  0.2479
H -1.82015 1.66669 5.36595  0.1002
H 5.38821 2.85148 -2.66849  0.1000
H -0.67541 2.50503 0.98787  0.0993
H 2.39074 -1.12172 -1.54489  0.0948
C 0.12263 -2.80401 -0.60338  -0.0841
H 3.08009 1.03345 5.44671  0.1015
H -0.89651 -2.80386 -0.26097  0.0922
H 3.79040 1.28717 0.98003  0.0955
H -5.57203 3.15346 0.86796  0.1011
H -0.55778 2.05264 7.45468  0.1010
C -2.81180 -1.62209 -1.13182  -0.0821
H 0.78176 -0.62812 -2.16061  0.0634
C -2.25136 -5.40664 -2.45112  -0.5186

---

Entry 3:
Formula: C5H5NO
Source: the Open Molecules 2025 dataset
Level of theory: ωB97M-V/def2-TZVPD

Summary:
- HOMO (eV) = -9.12
- E (eV) = -8801.20996
- ΔE to the lowest compared entry with this formula, charge and spin (eV) = 2.209
- structure (SMILES) = C=COC(=C)C#N

Each line ends with the Löwdin charge.
Positions of all 12 atoms, in Å:
C 1.13734 0.55840 0.07171  -0.2079
H 3.20577 1.18850 -0.05236  0.0624
C -1.77728 -1.42461 0.00081  0.1179
H 2.84384 -0.60336 -0.11010  0.0582
N -2.05311 2.04504 -0.05163  0.1853
C -1.58549 0.97518 0.02493  -0.1653
C 2.45434 0.39768 -0.05072  0.0422
H -2.87515 -1.46102 0.00283  0.0896
O 0.30964 -0.50962 0.01021  -0.0054
C -1.02042 -0.32939 0.00404  -0.3750
H 0.64588 1.54244 0.22720  0.1204
H -1.28536 -2.37925 -0.07692  0.0775

---

Entry 4:
Formula: C19H27N3O3S2
Source: the Open Molecules 2025 dataset
Level of theory: ωB97M-V/def2-TZVPD

Summary:
- HOMO (eV) = -8.43
- E (eV) = -52424.55804
- ΔE to the lowest compared entry with this formula, charge and spin (eV) = 1.713
- structure (SMILES) = Cc1ccc(S(=O)(=O)N(C)C)cc1NC(=O)[C@H](C)N(C)Cc1sccc1C

Each line ends with the Löwdin charge.
Positions of all 54 atoms, in Å:
H 1.15216 3.97022 0.31507  0.0599
H -2.75873 -1.11813 -2.54205  0.0848
H -4.38564 -0.77215 0.03198  0.1578
H -0.25834 0.71110 3.55838  0.0822
H -1.90407 1.33731 3.69003  0.0871
H -3.58409 -2.42173 -1.67803  0.0891
C -3.12388 1.51144 0.56999  -0.1799
H 0.85257 0.85022 -0.51875  0.1063
H -5.13440 1.45691 -1.37543  0.0971
S 3.61778 1.04652 0.16309  0.6611
O 2.95776 2.26242 -0.20990  -0.2910
C -3.47100 -0.59257 -0.56210  -0.2970
N -1.10916 -0.87069 -0.38010  0.1647
C -3.59103 -1.35323 -1.88320  -0.0360
O -2.42590 -1.81723 1.23964  0.0690
C 2.39678 -0.23372 0.44510  -0.2628
H 1.10069 2.50121 2.46552  0.1176
H -0.77807 -3.64048 -0.37199  0.0892
C 1.88047 -2.44973 1.13702  -0.0191
C -1.17779 0.89376 3.00834  -0.0232
H -4.52316 -1.11344 -2.38756  0.0759
H -3.95285 1.09380 -2.65664  0.0803
H -1.07933 -3.46130 1.34524  0.0739
H -1.19563 -0.09015 -1.02494  0.1411
C 5.32546 -0.60683 -0.97547  -0.1085
N 4.46029 0.52439 -1.18735  -0.3357
H 4.33452 0.51679 -3.25805  0.0932
C 0.18823 -1.11078 0.08873  -0.1570
H -3.38099 0.82499 1.38262  0.1257
C -0.29150 -3.54861 0.59815  -0.0342
H 2.18515 -3.38549 1.58194  0.1156
O 4.53981 1.06905 1.25851  -0.2803
C 0.29979 2.56062 1.75087  -0.1555
C -2.29103 -1.17701 0.22100  -0.4553
C 0.59200 -2.34484 0.62074  -0.1806
C -1.75492 2.05697 0.82181  -0.4757
H 6.09375 -0.62263 -1.74930  0.0932
H 5.79656 -0.47438 -0.00497  0.0810
C -4.07371 1.51463 -1.66111  -0.0825
H 4.77817 -1.55884 -0.99601  0.0879
H -3.77418 2.56038 -1.70167  0.0777
H 3.04402 1.37631 -2.39182  0.0811
H 0.28527 -4.44811 0.79606  0.0797
H 3.04273 -0.40874 -2.45153  0.0913
S -1.07123 3.19515 -0.30361  1.0287
C 0.35096 3.34435 0.64921  -0.4228
H -3.85028 2.33261 0.59723  0.1253
C 1.12036 -0.08231 -0.04738  0.0043
C -0.90438 1.81289 1.86106  -0.3283
N -3.19906 0.83006 -0.73091  -0.2036
H -1.57272 -0.06182 2.67004  0.0606
H 3.76881 -1.47674 1.49877  0.1129
C 3.67248 0.48952 -2.39222  -0.1052
C 2.78049 -1.40191 1.07594  -0.0611

---

The lowest E belongs to which entry? C23H52GaO3P4S